w.
Below is a 40-piece molecular cluster, H80O40 overall, with properties calculated with wB97M-V/def2-TZVPD.

Properties
- E_LUMO: -0.6 eV
- Total charge: 0
- Molecular weight: 720.60 g mol⁻¹
- HOMO-LUMO gap: 0.36259 hartree
- Highest occupied orbital energy: -10.43 eV
- 2S+1: 1

Atoms and positions in Å:
H1 1.9262 0.8454 5.7269
H2 0.4397 0.4488 5.2384
O1 1.1402 0.4611 5.9320
H3 0.9655 -4.3906 1.3981
H4 0.6555 -3.2040 0.6237
O2 0.8682 -4.1648 0.4731
H5 -1.4261 2.2786 5.2316
H6 -2.4873 1.6596 4.3677
O3 -1.5988 1.3907 4.8300
H7 6.0888 1.8780 2.4039
H8 4.7223 1.8986 2.0979
O4 5.3278 1.5748 2.9384
H9 0.3079 2.6254 -2.9792
H10 -0.7478 1.7352 -3.5783
O5 -0.4959 2.2027 -2.7703
H11 -2.9544 -1.6963 -0.3712
O6 -2.6504 -0.8499 -0.0885
H12 -6.3505 -0.7148 -2.3628
O7 -6.4144 0.1247 -2.7348
H13 5.3864 -0.0174 -2.3931
H14 5.7686 1.3073 -3.0905
O8 5.9165 0.7251 -2.2602
H15 -2.7663 4.0392 -2.5575
H16 -4.1229 3.9284 -2.9539
O9 -3.2622 3.9558 -3.3689
H17 1.3204 5.0692 2.3638
H18 -0.1984 5.2920 2.6073
O10 0.4494 5.0565 1.9528
H19 -1.0314 -3.2738 -0.3544
H20 -1.2221 -2.6823 -1.7362
O11 -1.6873 -3.0980 -1.0117
H21 -0.9425 -0.0148 -4.8918
O12 -1.4664 0.8566 -4.7373
H22 3.2987 -1.7182 3.7801
H23 4.4369 -0.5418 3.7651
O13 4.1035 -1.3058 4.2685
H24 -0.3211 1.4148 2.8734
H25 -0.9185 2.1870 1.8350
O14 -0.0438 1.8023 1.9912
H26 1.3582 3.8739 4.6173
H27 0.3942 2.6320 4.2501
O15 0.6674 3.5534 3.9255
H28 3.4619 4.0489 2.9176
H29 2.9597 3.5297 1.5490
O16 3.8231 3.7219 2.0637
H30 -0.4313 1.4761 0.0443
H31 -0.6742 0.6252 -1.3062
O17 -0.6587 0.6129 -0.3322
H32 2.1134 -0.5507 -3.4031
H33 2.7321 0.7511 -4.0994
O18 2.8836 -0.1402 -3.9104
H34 -5.2806 -3.6195 -1.2841
O19 -6.0042 -3.0581 -1.4150
H35 -4.6090 4.3756 0.9717
H36 -3.5334 5.4475 0.8949
O20 -3.6694 4.5141 0.9604
H37 -1.7305 4.7248 -0.5241
O21 -1.7235 4.6902 -1.4512
H38 -3.3449 2.0266 -3.9637
H39 -4.5291 1.5259 -4.3339
O22 -3.7751 1.1533 -3.8902
H40 0.9401 -3.1180 -2.2400
H41 0.6127 -2.3796 -3.6066
O23 0.6006 -2.3161 -2.6878
H42 -0.3995 -4.0990 -4.9596
H43 1.1118 -4.1138 -4.6912
O24 0.4130 -3.5534 -5.0260
H44 -2.7953 -4.2601 4.0139
H45 -2.4793 -3.2411 3.0345
O25 -2.3638 -3.3706 3.9650
H46 3.0770 5.4324 0.9841
H47 3.2889 4.5686 -0.3131
O26 2.6614 5.1203 0.1110
H48 4.6539 -4.0241 2.7345
H49 3.4371 -4.9809 2.8969
O27 4.1580 -4.6991 2.3206
H50 2.1234 4.7252 -2.5802
H51 3.0082 4.3011 -3.8356
O28 2.3425 4.0020 -3.2043
H52 -0.2961 0.3785 -6.8021
H53 1.0890 -0.5335 -6.5313
O29 0.6120 0.3374 -6.5802
H54 5.7170 -3.1696 1.1250
H55 6.3219 -1.8698 1.1839
O30 5.4316 -2.2759 1.3530
H56 1.2420 -6.5064 -2.5690
H57 0.8562 -5.3578 -1.5365
O31 0.9691 -5.5915 -2.4499
H58 -4.0206 2.7159 -0.1249
O32 -4.6652 2.0167 0.0661
H59 -2.6145 -4.6216 -0.6986
H60 -4.1521 -4.7340 -0.4040
O33 -3.4369 -4.8817 -1.0951
H61 -5.7301 -2.2395 -1.0171
H62 -1.7150 -0.4620 -0.0432
H63 -1.0060 4.2958 -1.9156
H64 -5.6644 0.5303 -2.3665
H65 -2.3697 0.4485 -4.7925
H66 -4.2617 1.2521 0.5638
O34 1.2215 -3.6663 3.4323
H67 0.6422 -2.9255 3.3646
H68 1.0929 -3.5897 4.3795
O35 -0.2716 -1.4585 4.1567
H69 -0.8371 -1.3187 4.8635
H70 -0.4187 -0.9983 3.3019
O36 1.1226 -1.3525 0.6442
H71 1.9194 -1.4450 0.1821
H72 0.6952 -0.6025 0.4539
O37 -3.6577 -2.8944 1.5076
H73 -3.1477 -2.1050 0.9504
H74 -4.1966 -2.1697 1.8949
O38 -2.4474 0.6913 2.2149
H75 -2.6766 -0.2025 2.3904
H76 -2.2075 0.6059 1.2485
O39 2.4666 2.3784 0.5608
H77 1.8081 3.0956 0.7271
H78 2.5835 2.6504 -0.3955
O40 2.6997 -3.7900 -1.0549
H79 3.1134 -3.3057 -0.3784
H80 3.3554 -4.3228 -1.4651

x.
Below is a 40-piece molecular cluster, H80O40 overall, with properties calculated with wB97M-V/def2-TZVPD.

Properties
- E_LUMO: -0.8 eV
- Total charge: 0
- Molecular weight: 720.60 g mol⁻¹
- HOMO-LUMO gap: 0.36558 hartree
- Highest occupied orbital energy: -10.74 eV
- 2S+1: 1

Atoms and positions in Å:
H1 0.2679 -2.1640 5.9196
H2 1.1224 -0.9448 6.3470
O1 0.3075 -1.2627 5.7777
H3 -3.9163 -5.1131 -1.1529
H4 -2.5689 -5.6029 -1.4585
O2 -3.3044 -5.5930 -0.7966
H5 -0.7756 2.1906 1.6294
H6 0.2024 3.0654 0.9638
O3 -0.0610 2.2082 0.9335
H7 0.7361 -3.4824 2.2869
H8 1.0311 -3.0540 0.9769
O4 0.2638 -3.1651 1.5954
H9 2.1804 -4.4938 -1.8787
H10 2.3093 -5.9705 -2.1386
O5 1.9334 -5.3317 -1.6103
H11 -2.1862 -0.3485 -1.5508
O6 -2.6192 -0.4559 -0.7095
H12 -2.3783 -3.6967 5.1996
O7 -1.8816 -3.0840 5.6650
H13 -1.6866 1.0029 -2.9342
H14 -0.2339 1.8963 -2.8215
O8 -0.8918 1.3123 -3.3568
H15 -1.4610 -4.1397 2.0125
H16 -2.8250 -4.7051 2.6330
O9 -1.8201 -4.9110 2.6017
H17 0.8834 4.6300 -0.3745
H18 2.4216 3.9735 -0.0207
O10 1.4709 4.2624 0.3481
H19 4.2766 3.4491 -0.3961
H20 4.2920 4.8752 -0.2396
O11 3.9776 4.1020 0.2977
H21 4.9182 -0.0364 -5.1770
O12 5.1248 0.1900 -4.3754
H22 -6.2029 -1.2225 0.7993
H23 -5.4896 0.0833 1.5061
O13 -5.9519 -0.3688 0.7807
H24 0.0187 -0.4695 2.8160
H25 -0.2344 -0.2270 4.3808
O14 -0.5857 -0.0331 3.5096
H26 -1.8505 0.4908 2.4287
H27 -2.2181 -0.1274 1.0692
O15 -2.4896 0.4446 1.7810
H28 -1.8977 3.3933 -3.0040
H29 -3.2790 3.0811 -2.7148
O16 -2.7391 3.9386 -2.8587
H30 2.6937 -0.1507 -1.1429
H31 3.6704 -0.3852 -0.2605
O17 3.2664 -0.8774 -0.9712
H32 0.3260 -4.0592 4.1410
H33 1.6505 -4.8695 4.0800
O18 1.1255 -4.2188 4.4155
H34 2.9168 -0.0043 3.8374
O19 2.1124 -0.2626 4.4704
H35 -1.0948 -3.3395 -3.3283
H36 -2.3525 -3.4644 -4.0677
O20 -1.6795 -3.8948 -3.7792
H37 -4.2486 0.1275 -3.3872
O21 -3.8502 -0.7145 -3.9151
H38 -2.9155 1.3667 -6.0532
H39 -1.3297 1.4881 -5.7639
O22 -2.0772 1.0107 -6.4230
H40 -4.6156 4.4357 -2.3414
H41 -4.8662 3.8763 -0.7851
O23 -5.2233 3.8828 -1.7327
H42 -2.0335 3.9736 0.8744
H43 -2.9376 5.0418 1.5417
O24 -2.2224 5.0243 0.8682
H44 4.7411 -2.9401 1.8413
H45 4.8652 -3.1394 3.2944
O25 5.3021 -2.9828 2.4963
H46 2.3846 2.9740 -3.9420
H47 1.4007 3.7590 -4.5750
O26 1.5144 3.3837 -3.6531
H48 2.9772 2.4951 1.8581
H49 2.2494 1.3461 2.4870
O27 2.8373 1.5022 1.6399
H50 -3.2094 1.8777 0.7419
H51 -4.6840 2.4496 0.9854
O28 -3.8077 2.5383 1.2719
H52 3.0994 -0.2596 -5.9662
H53 2.3199 -0.2743 -4.5556
O29 2.9199 0.0990 -5.1706
H54 4.9011 0.5015 1.0199
H55 5.8750 -0.6469 1.6685
O30 4.9428 -0.4826 1.1638
H56 -0.0174 -0.3146 -3.1485
H57 0.4753 -1.3245 -1.7888
O31 0.2170 -1.1712 -2.7573
H58 -5.7009 1.7043 -3.1816
O32 -4.7041 1.9309 -3.4792
H59 1.2849 4.8299 2.8513
H60 2.3024 4.5407 1.7448
O33 2.0492 4.1996 2.7003
H61 1.9535 -1.2916 4.3336
H62 -2.1097 -1.1759 -0.4319
H63 -2.9730 -0.8911 -3.6177
H64 -2.0301 -2.3598 4.9813
H65 4.9964 -0.4713 -3.8206
H66 -4.8131 2.8257 -2.9947
O34 -3.8036 0.4146 4.1077
H67 -3.6641 1.0144 3.3748
H68 -3.2612 0.8881 4.6495
O35 2.4056 -2.8356 0.4338
H69 2.4790 -1.9250 0.1742
H70 2.8815 -3.2989 -0.3763
O36 0.7989 0.0839 -0.4165
H71 0.6753 -0.2967 0.4722
H72 0.8914 1.0123 -0.2074
O37 -1.9032 3.2749 3.5978
H73 -1.6796 2.5462 2.9629
H74 -1.1181 2.9763 4.1938
O38 4.5280 -2.3978 -2.6536
H75 4.9873 -1.7757 -2.0643
H76 3.8763 -1.8456 -2.9736
O39 -2.2797 -2.7903 0.0804
H77 -3.1583 -2.7909 -0.0403
H78 -2.0447 -3.6116 0.5287
O40 5.2393 2.1056 -1.4606
H79 4.6310 1.3663 -0.9907
H80 5.4547 2.0809 -2.3564

y.
Below is a 40-piece molecular cluster, H80O40 overall, with properties calculated with wB97M-V/def2-TZVPD.

Properties
- E_LUMO: -0.7 eV
- Total charge: 0
- Molecular weight: 720.60 g mol⁻¹
- HOMO-LUMO gap: 0.33034 hartree
- Highest occupied orbital energy: -9.67 eV
- 2S+1: 1

Atoms and positions in Å:
H1 -2.5865 -1.9101 3.0240
H2 -3.2715 -1.0787 4.1377
O1 -2.3877 -1.3732 3.7828
H3 0.3450 5.3805 -1.1948
H4 -0.8461 5.6972 -2.0808
O2 -0.3554 4.9241 -1.8207
H5 0.8751 0.4859 3.8349
H6 0.4040 0.4965 2.3262
O3 0.1084 0.5582 3.2300
H7 -4.1526 0.1696 1.9571
H8 -5.4880 -0.0746 2.7373
O4 -5.0907 0.0498 1.9099
H9 -2.1826 4.2402 -0.8064
H10 -3.4260 4.2221 -1.8290
O5 -2.9866 4.5241 -1.0762
H11 0.5925 -5.6207 -2.1226
O6 1.1606 -6.3277 -2.4373
H12 -1.6237 -5.2428 2.4027
O7 -2.1605 -4.6668 3.0737
H13 -0.5042 -2.4805 -2.5204
H14 -1.4689 -3.1826 -1.7285
O8 -0.6719 -2.6398 -1.6140
H15 -5.8811 1.2567 0.3729
H16 -5.3797 2.6630 -0.1210
O9 -6.0150 1.9417 -0.1880
H17 -1.3778 -4.1832 -4.4751
H18 -1.3532 -2.9605 -5.0300
O10 -1.6780 -3.3410 -4.1739
H19 -2.6284 1.5802 -0.0983
H20 -2.9117 0.3927 -0.9529
O11 -2.8361 1.3678 -0.9851
H21 -5.7634 -2.2092 -1.2644
O12 -5.6047 -2.0125 -2.2034
H22 4.2626 1.0818 -2.9982
H23 3.8665 0.6526 -4.1553
O13 4.5970 1.0267 -3.7919
H24 1.9271 -0.5063 4.6264
H25 2.3201 -1.6483 3.3300
O14 1.9360 -1.4896 4.2676
H26 1.8219 1.9653 5.7450
H27 0.8037 0.9127 5.9002
O15 1.4000 1.2246 5.2930
H28 2.6064 1.0048 -1.3635
H29 3.0528 2.4775 -1.1996
O16 3.2848 1.6111 -1.1610
H30 -0.4795 2.1884 3.8292
H31 -0.6328 3.6459 3.6166
O17 -0.0519 2.9894 3.3722
H32 4.7072 -2.2110 -0.3438
H33 3.6318 -2.2099 0.7768
O18 4.0123 -2.7914 0.2317
H34 0.9911 -1.0680 0.3546
O19 1.7507 -1.0765 -0.2245
H35 3.9123 0.2659 4.3535
H36 4.0471 -0.5766 5.6253
O20 4.4331 -0.4383 4.7902
H37 -0.3781 -0.7880 5.1959
O21 -0.8225 -0.8331 5.9405
H38 1.0710 -0.5259 -3.7944
H39 1.8704 -1.5003 -2.5504
O22 1.5515 -0.5493 -2.9558
H40 -1.6458 0.3547 0.9127
H41 -1.2919 0.2958 -0.4389
O23 -1.0672 -0.1478 0.3156
H42 0.4689 1.2394 0.1226
H43 1.7672 1.3923 0.7013
O24 1.0458 1.8601 0.3073
H44 -0.7751 4.5866 1.5119
H45 0.0569 3.1717 1.3602
O25 -0.4643 4.0133 0.9824
H46 -0.1142 2.4978 -3.8686
H47 1.2184 2.9919 -4.5478
O26 0.3786 2.7958 -4.7101
H48 1.7932 5.5547 0.1763
H49 3.1373 5.2571 -0.1879
O27 2.4116 5.7985 -0.4927
H50 2.3175 -4.9020 1.7953
H51 3.7414 -4.4955 0.9049
O28 3.1478 -5.1557 1.2756
H52 6.5504 -1.7223 -0.8052
H53 6.1458 -0.2557 -0.3826
O29 6.3473 -0.9287 -1.0071
H54 -2.4601 2.5430 2.2800
H55 -1.6858 1.3150 2.9848
O30 -2.3333 1.5813 2.2888
H56 1.7424 -3.3368 0.0785
H57 1.0489 -4.6416 -0.4341
O31 1.7047 -4.0274 -0.5820
H58 -2.7924 4.2741 1.9501
O32 -2.8054 4.2896 2.8640
H59 -4.2042 -1.4243 0.7176
H60 -2.7710 -1.4053 0.9380
O33 -3.4761 -1.9593 0.9085
H61 1.3542 -1.5008 -0.9973
H62 2.0630 -5.7467 -2.1757
H63 -1.6328 -1.4368 6.0610
H64 -3.0272 -4.5600 2.6990
H65 -4.8732 -2.4546 -2.3566
H66 -3.6898 4.3461 3.2228
O34 0.3890 -3.5448 2.9107
H67 -0.4530 -3.7450 3.2625
H68 0.8386 -2.9480 3.5035
O35 -0.8987 2.2545 -2.2487
H69 -1.8670 2.0748 -2.2525
H70 -0.8104 3.1869 -1.8281
O36 1.9579 -2.9855 -3.6170
H71 2.2858 -3.6536 -4.3636
H72 1.6558 -3.5531 -2.8261
O37 -3.0739 0.3558 -3.2845
H73 -2.3808 -0.4298 -3.5199
H74 -3.5262 0.3943 -4.0567
O38 -0.8260 1.5078 -6.7670
H75 -0.1448 2.2470 -6.4671
H76 -1.2807 1.4597 -5.8779
O39 5.4979 0.9876 0.5923
H77 5.9828 1.8769 0.5489
H78 4.6204 1.1786 0.4615
O40 -0.1597 -0.3841 -5.0722
H79 0.5710 -0.2784 -5.7376
H80 -0.0551 0.4604 -4.5098

z.
Below is a 40-piece molecular cluster, H80O40 overall, with properties calculated with wB97M-V/def2-TZVPD.

Properties
- E_LUMO: -0.5 eV
- Total charge: 0
- Molecular weight: 720.60 g mol⁻¹
- HOMO-LUMO gap: 0.36970 hartree
- Highest occupied orbital energy: -10.52 eV
- 2S+1: 1

Atoms and positions in Å:
H1 -1.9657 5.6721 -0.6540
H2 -1.8545 4.6547 0.3321
O1 -2.3561 5.5334 0.3371
H3 3.0524 2.7273 -0.5012
H4 2.7946 1.3783 -0.7454
O2 3.4692 1.8839 -0.4098
H5 -3.3439 4.0986 3.2115
H6 -2.6182 2.8881 3.2927
O3 -2.9288 3.5552 2.7343
H7 -3.0792 3.1872 -5.2977
H8 -3.0637 2.6998 -3.8146
O4 -2.7551 3.4199 -4.4094
H9 -1.4027 -4.0403 -0.9447
H10 -0.8207 -3.7130 0.5622
O5 -1.2792 -3.2652 -0.2663
H11 1.6938 -0.3517 2.1698
O6 0.9496 -0.3310 2.7571
H12 2.0012 -3.5434 5.3171
O7 1.2201 -3.7862 5.6045
H13 0.1469 -1.8919 -6.3272
H14 -1.1122 -1.1759 -5.5978
O8 -0.2610 -1.0058 -6.1481
H15 -2.7408 -4.7607 1.4682
H16 -2.5593 -4.8173 2.9984
O9 -2.3065 -5.2955 2.2080
H17 -5.6534 0.8650 -0.2085
H18 -5.2668 -0.0526 0.7161
O10 -5.5889 -0.0674 -0.1832
H19 3.4045 0.1553 0.6581
H20 3.7983 -1.1846 1.2124
O11 3.3156 -0.3895 1.4133
H21 1.0726 -4.6166 -0.2193
O12 0.7501 -5.1214 0.4193
H22 0.0962 4.9617 -2.3525
H23 -0.8001 4.9918 -3.6452
O13 -0.4977 5.4895 -2.8505
H24 -1.6049 1.7577 0.3846
H25 -2.9485 1.5725 1.0813
O14 -2.3347 1.1055 0.3882
H26 -5.5455 2.8242 -0.5644
H27 -4.1544 2.9364 0.3631
O15 -4.9513 2.6628 -0.0279
H28 -3.9424 2.2255 -3.4629
H29 -4.0664 0.8502 -3.4104
O16 -4.6065 1.6002 -3.5516
H30 -1.4767 -0.2255 0.5946
H31 -0.6967 -1.5973 -0.0573
O17 -0.6153 -0.7435 0.5067
H32 1.4203 -2.1693 -3.1133
H33 0.1393 -3.1400 -3.5160
O18 1.0478 -2.7780 -3.6011
H34 4.3176 -1.1269 4.7451
O19 3.5386 -1.4058 5.1604
H35 -3.9702 -1.6280 4.4317
H36 -5.0748 -2.3224 3.7148
O20 -4.3706 -1.6795 3.5540
H37 -3.7077 -2.3464 1.5531
O21 -3.8617 -3.1412 0.9767
H38 -0.3426 -5.6081 2.8127
H39 1.0490 -4.7868 3.1164
O22 0.1774 -4.7746 2.8337
H40 3.9202 -1.6151 -0.7328
H41 3.0153 -2.8876 -1.1262
O23 3.0214 -1.9007 -0.8733
H42 5.9937 -3.4711 -1.1186
H43 5.1488 -2.8287 -2.2198
O24 5.1669 -3.4300 -1.5379
H44 2.3364 4.5694 3.7504
H45 2.0241 3.2219 3.1060
O25 1.8405 4.2976 3.0788
H46 -5.3555 -0.2362 -2.6998
H47 -4.3717 -1.5902 -2.9566
O26 -4.8830 -0.9464 -2.4649
H48 2.8376 4.7488 -3.6037
H49 3.4483 4.5472 -2.2946
O27 3.6388 4.8174 -3.1811
H50 -3.2032 -4.0028 -2.2831
H51 -3.2496 -4.2563 -3.7974
O28 -2.8460 -3.7814 -3.1578
H52 1.3859 -6.2814 -1.1873
H53 2.6958 -5.7886 -2.0055
O29 1.7807 -5.9268 -1.9793
H54 2.3854 3.2613 -4.8665
H55 1.2452 3.8859 -5.7571
O30 1.3729 3.3409 -4.9601
H56 6.6019 0.1352 -1.8780
H57 4.8866 0.0742 -1.7135
O31 5.8182 -0.1003 -1.3932
H58 -2.0773 -2.6551 4.0126
O32 -1.7592 -1.7242 4.4558
H59 4.5477 -0.2350 2.4223
H60 5.4982 0.6432 3.2806
O33 5.3730 -0.3763 3.0380
H61 2.7538 -1.0521 4.8070
H62 0.2387 -0.7337 2.6027
H63 -3.6858 -2.8820 0.0295
H64 0.7041 -3.5088 4.9079
H65 0.2067 -4.6209 1.0988
H66 -1.4112 -1.1090 3.8954
O34 2.2266 4.6530 -0.7417
H67 1.4430 4.6663 -0.0708
H68 2.3140 5.6775 -0.6528
O35 0.0236 4.2683 1.4512
H69 -0.4321 4.9515 2.2242
H70 0.7918 3.7562 1.7796
O36 1.0389 1.3653 -0.6189
H71 0.8896 1.4812 -1.4809
H72 0.2823 1.1952 -0.0938
O37 2.3137 1.7737 4.0706
H73 2.5050 1.2084 3.1863
H74 1.6857 1.0224 4.5049
O38 -1.0731 1.0284 2.8780
H75 -0.5435 1.8698 3.0208
H76 -0.6404 0.7428 2.1703
O39 -2.6755 0.3185 -2.3475
H77 -2.7539 -0.3553 -1.5945
H78 -1.7420 0.3832 -2.7897
O40 3.6829 0.8918 -2.8586
H79 3.5343 1.7548 -3.1999
H80 4.4407 0.6858 -3.4051

Of the structures shown above, z is the least stable.